Entry 1:
ORCA calculation (ωB97M-V with the def2-TZVPD basis set) on one molecule with the formula CH6N4S2 in a non-equilibrium geometry.

Cartesian coordinates (Å):
N (0.499, 1.954, 0.057)
N (-0.319, 1.014, -0.515)
C (-0.194, -0.339, -0.136)
N (-1.193, -1.174, 0.047)
S (-2.780, -0.396, -0.361)
N (1.051, -0.695, 0.419)
S (2.515, -0.624, -0.382)
H (1.526, 1.510, -0.182)
H (0.234, 1.730, 1.146)
H (-1.341, 1.325, -0.740)
H (-3.439, -1.033, 0.786)
H (0.871, -1.448, 1.183)
H (2.570, -1.825, -1.323)

**Total energy**: -1056.9672 Eh
**E_LUMO**: 0.4 eV
**2S+1**: 1
**ΔE to the lowest compared entry with this formula, charge and spin**: 2.0644 eV
**Structure (SMILES)**: NN/C(=N\S)NS
**HOMO level**: -0.316 Ha
**Frontier orbital gap**: 9.040 eV


Entry 2:
ORCA calculation (ωB97M-V with the def2-TZVPD basis set) on a 5-piece molecular cluster, CH10O5 overall in a non-equilibrium geometry.

Cartesian coordinates (Å):
C (-0.117, 2.973, 1.010)
O (0.706, 3.552, 0.392)
H (-1.182, 3.093, 0.960)
H (0.077, 2.169, 1.832)
O (0.224, -1.862, 1.131)
H (-0.471, -1.567, 1.833)
H (1.057, -1.256, 1.157)
O (1.982, 0.168, 0.570)
H (2.881, -0.074, 0.851)
H (1.689, -0.017, -0.250)
O (-2.124, 0.238, -1.618)
H (-3.032, -0.145, -1.836)
H (-1.481, -0.436, -1.920)
O (-0.212, -2.289, -1.645)
H (-0.406, -2.916, -1.010)
H (0.408, -1.632, -1.457)

**Total energy**: -420.2216 Eh
**E_LUMO**: 0.2 eV
**2S+1**: 1
**ΔE to the lowest compared entry with this formula, charge and spin**: 1.6650 eV
**Structure (SMILES)**: C=O.O.O.O.O
**HOMO level**: -0.364 Ha
**Frontier orbital gap**: 10.151 eV


Entry 3:
ORCA calculation (ωB97M-V with the def2-TZVPD basis set) on C10H24CrIO2P2 as an isolated structure in a non-equilibrium geometry.

Cartesian coordinates (Å):
C (0.005, 0.311, -3.730)
C (0.016, 1.188, -2.631)
H (0.008, 0.842, -4.706)
H (-0.869, -0.351, -3.645)
H (0.877, -0.355, -3.645)
O (0.020, 2.231, -2.113)
I (-0.035, -3.005, 0.184)
Cr (0.017, -0.532, 0.345)
P (2.270, -0.241, 0.324)
C (2.838, 1.188, 1.275)
C (3.267, -1.589, 0.993)
H (4.325, -1.333, 0.864)
H (3.999, 0.100, -1.276)
H (3.028, -2.518, 0.472)
H (2.673, -0.894, -1.967)
H (2.611, 1.050, 2.337)
H (3.040, -1.709, 2.056)
C (2.909, -0.018, -1.349)
H (3.919, 1.293, 1.135)
H (2.466, 0.870, -1.814)
H (2.325, 2.090, 0.933)
P (-2.255, -0.194, 0.324)
C (-2.812, 1.249, 1.274)
C (-2.916, 0.045, -1.346)
H (-3.082, -2.448, 0.478)
H (-4.361, -1.246, 0.863)
H (-3.079, -1.628, 2.052)
C (-3.302, -1.509, 0.988)
H (-2.713, -0.839, -1.967)
H (-4.002, 0.204, -1.282)
H (-3.889, 1.394, 1.127)
H (-2.271, 2.141, 0.946)
H (-2.442, 0.915, -1.816)
H (-2.603, 1.101, 2.340)
C (0.011, 1.498, 0.401)
O (0.028, 2.602, 0.792)
C (-0.009, -0.464, 2.417)
H (0.916, -0.015, 2.797)
H (-0.059, -1.510, 2.741)
H (-0.867, 0.084, 2.830)

**Total energy**: -2570.1191 Eh
**E_LUMO (spin up / spin down)**: -10.0 / -10.0 eV
**2S+1**: 4
**Net charge**: +2
**HOMO level (spin up / spin down)**: -0.545 / -0.567 Ha
**Frontier orbital gap (spin up / spin down)**: 4.786 / 5.418 eV


Entry 4:
ORCA calculation (ωB97M-V with the def2-TZVPD basis set) on a 2-piece molecular cluster, C2HN4S overall in a non-equilibrium geometry.

Cartesian coordinates (Å):
C (-0.038, -0.307, -1.284)
C (0.218, 0.709, -0.476)
N (-2.488, 0.488, 2.593)
N (1.099, -1.025, -1.133)
N (1.995, -0.767, -0.278)
N (-1.534, 0.749, 2.172)
S (1.611, 0.609, 0.515)
H (-0.863, -0.455, -2.109)

**Total energy**: -693.5526 Eh
**E_LUMO (spin up / spin down)**: -7.7 / -9.3 eV
**2S+1**: 1
**ΔE to the lowest compared entry with this formula, charge and spin**: 3.3611 eV
**Net charge**: +1
**HOMO level (spin up / spin down)**: -0.634 / -0.618 Ha
**Frontier orbital gap (spin up / spin down)**: 9.554 / 7.475 eV


Entry 5:
ORCA calculation (ωB97M-V with the def2-TZVPD basis set) on a 3-piece molecular cluster, C16H29N2O4S3 overall in a non-equilibrium geometry.

Cartesian coordinates (Å):
C (-0.449, -2.010, 0.308)
S (-1.155, -1.137, 1.781)
C (-0.411, 0.539, 2.029)
C (-0.725, 1.583, 0.839)
C (-0.922, 3.027, 1.515)
S (-2.698, 3.387, 1.913)
C (-3.513, 1.841, 2.541)
S (-3.332, 1.482, 4.171)
N (-4.298, 1.015, 1.622)
C (-4.450, 1.446, 0.252)
C (-5.359, 0.341, -0.315)
N (-5.650, -0.631, 0.719)
C (-4.999, -0.220, 1.939)
H (-1.060, -1.790, -0.642)
H (0.663, -1.841, 0.138)
H (-0.580, -3.139, 0.514)
H (-2.488, -0.897, 1.455)
H (0.732, 0.528, 2.170)
H (-0.849, 0.993, 2.990)
H (0.227, 1.649, 0.190)
H (-1.580, 1.263, 0.153)
H (-0.334, 3.092, 2.504)
H (-0.516, 3.814, 0.788)
H (-4.068, 2.351, -0.308)
H (-5.706, 0.389, -1.392)
H (-5.036, -0.730, 2.948)
O (2.856, -1.065, 2.094)
C (3.564, -1.968, 1.696)
O (3.575, -3.144, 2.341)
C (4.219, -4.331, 1.847)
C (5.684, -4.353, 2.228)
C (4.499, -1.757, 0.539)
H (4.062, -4.444, 0.772)
H (3.711, -5.173, 2.323)
H (6.229, -3.518, 1.783)
H (6.152, -5.284, 1.901)
H (5.798, -4.264, 3.311)
H (5.422, -1.305, 0.903)
H (4.022, -1.079, -0.171)
H (4.726, -2.667, -0.013)
O (0.752, -0.196, -2.484)
C (0.392, 0.832, -3.017)
O (-0.734, 1.440, -2.603)
C (-1.150, 2.751, -3.021)
C (-1.923, 2.686, -4.322)
C (1.137, 1.389, -4.195)
H (-0.299, 3.435, -3.070)
H (-1.805, 3.129, -2.233)
H (-1.307, 2.301, -5.138)
H (-2.285, 3.678, -4.603)
H (-2.778, 2.013, -4.225)
H (0.791, 0.894, -5.104)
H (2.200, 1.186, -4.058)
H (1.043, 2.468, -4.304)

**Total energy**: -2231.6982 Eh
**E_LUMO**: -4.1 eV
**2S+1**: 1
**Net charge**: +1
**HOMO level**: -0.428 Ha
**Frontier orbital gap**: 7.503 eV


Entry 6:
ORCA calculation (ωB97M-V with the def2-TZVPD basis set) on C3H6ClN as an isolated structure in a non-equilibrium geometry.

Cartesian coordinates (Å):
C (-0.533, -1.143, -0.046)
C (0.028, 0.252, -0.240)
C (1.397, 0.757, 0.253)
N (-0.987, 0.098, 0.724)
Cl (-3.137, 0.316, -0.008)
H (-1.323, -1.382, -0.841)
H (-0.069, -1.994, 0.460)
H (-0.379, 0.523, -1.275)
H (2.118, 0.425, -0.464)
H (1.605, 0.326, 1.185)
H (1.280, 1.821, 0.252)

**Total energy**: -632.7133 Eh
**E_LUMO (spin up / spin down)**: -1.9 / -1.8 eV
**2S+1**: 1
**ΔE to the lowest compared entry with this formula, charge and spin**: 3.0853 eV
**HOMO level (spin up / spin down)**: -0.379 / -0.379 Ha
**Frontier orbital gap (spin up / spin down)**: 8.474 / 8.514 eV


Entry 7:
ORCA calculation (ωB97M-V with the def2-TZVPD basis set) on a 40-piece molecular cluster, H80O40 overall in a non-equilibrium geometry.

Cartesian coordinates (Å):
H (-1.248, 4.588, -0.886)
H (-2.258, 5.577, -1.474)
O (-1.387, 5.213, -1.605)
H (-3.714, 2.186, 0.826)
H (-4.855, 1.563, 1.804)
O (-4.479, 2.337, 1.385)
H (2.108, -1.685, -5.905)
H (3.356, -2.359, -5.574)
O (2.437, -2.587, -5.778)
H (-1.894, -2.345, -3.530)
H (-2.131, -3.706, -3.079)
O (-2.051, -2.821, -2.700)
H (0.196, 3.960, 1.337)
H (0.408, 2.454, 0.668)
O (0.303, 3.388, 0.551)
H (3.877, -1.138, -0.470)
O (3.639, -0.283, -0.102)
H (-2.932, -0.644, 0.736)
O (-2.235, -0.400, 1.339)
H (4.970, -1.297, -2.763)
H (3.791, -0.293, -3.063)
O (4.491, -0.821, -3.448)
H (2.905, -3.639, -0.393)
H (2.780, -3.355, 1.172)
O (3.158, -3.913, 0.487)
H (2.316, 3.466, 2.789)
H (0.814, 3.209, 2.743)
O (1.463, 3.915, 2.872)
H (-2.277, -2.843, 3.530)
H (-2.780, -4.033, 2.924)
O (-1.909, -3.650, 3.101)
H (-1.916, 6.261, 2.692)
O (-0.964, 6.196, 2.731)
H (-3.091, 1.381, -4.394)
H (-3.896, 1.946, -3.072)
O (-3.365, 1.266, -3.483)
H (2.042, -4.655, -3.413)
H (2.568, -4.955, -2.092)
O (1.970, -5.350, -2.735)
H (5.142, 2.288, 2.712)
H (4.774, 1.013, 1.708)
O (4.688, 1.938, 1.949)
H (-0.686, -3.590, -5.012)
H (0.389, -2.504, -5.531)
O (-0.298, -3.124, -5.749)
H (-2.496, 0.077, 3.087)
H (-2.943, 0.333, 4.523)
O (-2.140, 0.274, 3.990)
H (-3.269, -2.729, -0.561)
H (-4.138, -1.428, -0.779)
O (-3.958, -2.168, -0.188)
H (3.720, 4.935, 0.983)
O (3.849, 4.394, 0.194)
H (-6.073, -1.780, 0.546)
H (-6.564, -0.306, 0.726)
O (-6.846, -1.207, 0.561)
H (-1.295, 1.447, -1.024)
O (-1.921, 0.726, -1.102)
H (2.172, 5.479, -1.672)
H (2.772, 4.344, -2.369)
O (3.040, 5.191, -1.982)
H (0.856, 0.387, -0.982)
H (1.410, 1.229, -2.007)
O (0.764, 0.506, -1.941)
H (0.437, -3.604, 2.150)
H (-0.590, -2.685, 1.290)
O (0.307, -2.850, 1.571)
H (-4.499, -0.613, 3.243)
H (-5.579, -1.325, 2.811)
O (-5.435, -0.398, 3.072)
H (4.918, 2.285, -3.942)
H (4.417, 0.900, -4.680)
O (4.268, 1.591, -4.038)
H (4.737, -3.656, -1.546)
H (4.206, -2.503, -0.915)
O (5.073, -2.804, -1.233)
H (1.536, -5.770, 1.544)
H (0.706, -6.346, 2.690)
O (0.670, -6.156, 1.746)
H (-3.854, 6.010, -0.249)
H (-3.481, 5.400, 1.093)
O (-3.303, 5.316, 0.134)
H (-1.502, 1.665, 2.826)
H (-1.257, 1.383, 1.310)
O (-0.835, 1.686, 2.123)
H (-4.194, 4.347, 2.528)
H (-2.828, 4.066, 1.894)
O (-3.246, 4.449, 2.670)
H (0.046, -0.191, -5.575)
O (-0.274, 0.711, -5.549)
H (-1.712, -6.253, 1.129)
H (-1.670, -5.200, 0.148)
O (-2.058, -5.357, 1.020)
H (4.646, 4.789, -0.172)
H (2.763, -0.432, 0.275)
H (-2.182, 0.512, -2.006)
H (-1.463, -0.962, 1.404)
H (-0.579, 5.606, 3.377)
H (0.282, 1.234, -4.962)
O (1.942, 0.352, 5.708)
H (1.441, 1.170, 5.795)
H (1.232, -0.299, 5.690)
O (2.032, -1.692, -2.205)
H (1.801, -0.988, -2.813)
H (1.237, -1.915, -1.713)
O (0.530, -1.042, 3.787)
H (0.889, -1.446, 2.971)
H (0.124, -0.296, 3.313)
O (0.506, 3.633, -2.327)
H (-0.244, 4.239, -2.475)
H (0.648, 3.655, -1.373)
O (1.718, 0.985, 1.109)
H (2.679, 1.178, 1.083)
H (1.514, 1.850, 1.486)
O (1.453, -2.821, 5.446)
H (0.851, -2.378, 4.800)
H (1.922, -1.996, 5.634)
O (-0.632, -4.749, -1.398)
H (-1.046, -5.600, -1.261)
H (-0.228, -4.545, -2.239)

**Total energy**: -3057.3852 Eh
**E_LUMO**: -0.6 eV
**2S+1**: 1
**ΔE to the lowest compared entry with this formula, charge and spin**: 10.1257 eV
**HOMO level**: -0.352 Ha
**Frontier orbital gap**: 8.984 eV


Entry 8:
ORCA calculation (ωB97M-V with the def2-TZVPD basis set) on a 2-piece molecular cluster, C2H8S2 overall in a non-equilibrium geometry.

Cartesian coordinates (Å):
C (1.757, -0.747, -0.136)
S (1.950, -0.216, -1.860)
S (0.441, 1.228, -2.064)
H (1.811, -1.828, -0.046)
H (0.929, -0.346, 0.439)
H (2.599, -0.291, 0.399)
H (1.240, 2.296, -1.947)
C (-2.149, -0.026, 1.064)
H (-1.395, -0.717, 0.702)
H (-1.720, 0.930, 1.346)
H (-2.681, -0.467, 1.901)
H (-2.782, 0.184, 0.201)

**Total energy**: -877.3509 Eh
**E_LUMO**: 0.5 eV
**2S+1**: 1
**ΔE to the lowest compared entry with this formula, charge and spin**: 0.2140 eV
**Structure (SMILES)**: CSS.C
**HOMO level**: -0.331 Ha
**Frontier orbital gap**: 9.493 eV